# 1
A cluster of 2 separate species, C5H12O in total. Source: the OMol25 dataset; level of theory: ωB97M-V with the def2-TZVPD basis set.

```
18
Properties=species:S:1:pos:R:3:forces:R:3
C -1.948371 0.175800 2.088188 -3.288 1.557 -2.438
C -1.352713 -0.322611 0.853312 3.597 0.662 -4.661
C -0.501993 0.410110 -0.063346 -1.547 -5.609 3.113
C 0.464927 -0.469716 -0.898557 -0.175 -3.085 -0.001
C -0.131558 1.783005 0.062390 1.969 2.141 -3.316
H -3.021896 0.500616 1.821810 0.860 -1.003 0.671
H -1.951337 -0.612456 2.753842 -0.246 -1.243 1.899
H -1.636508 1.109313 2.466209 1.348 0.788 0.578
H -1.480516 -1.442668 0.580723 0.245 2.003 0.696
H 1.278693 -1.119216 -0.258413 -2.617 1.301 -1.040
H 1.195456 -0.013850 -1.544750 -0.387 1.160 -0.447
H -0.129587 -1.217102 -1.624587 1.386 1.435 1.835
H -0.802928 2.445979 0.520119 -1.016 0.672 0.951
H -0.042474 2.203292 -1.082187 0.061 -0.734 2.666
H 0.879468 1.872598 0.520967 -0.510 0.159 -0.328
O 2.631870 -1.922946 -2.047302 2.618 -0.997 -0.612
H 3.531803 -2.315689 -2.246058 -1.695 -0.435 0.086
H 3.017663 -1.064460 -1.902361 -0.601 1.229 0.347
```
Forces are in eV/Å.

SMILES string = CC=C(C)C.O
energy relative to the best compared isomer or geometry (same formula, charge and spin) = 2.886 eV
gap between HOMO and LUMO = 8.592 eV
max |F| = 6.599 eV/A
net charge = 0

# 2
The molecule H4NO2PS. Source: the OMol25 dataset; level of theory: ωB97M-V with the def2-TZVPD basis set.

```
9
Properties=species:S:1:pos:R:3:forces:R:3
O -1.140327 -1.416883 0.143079 0.159 0.902 0.270
P -0.565835 0.023056 0.725826 1.323 -1.326 0.603
O -1.590589 1.001017 -0.013263 -0.998 0.853 -0.532
N 0.764909 0.259634 -0.350548 2.105 -0.143 0.224
S 2.423210 -0.270445 0.186180 -2.140 -0.819 0.257
H -1.160908 -1.333712 -0.817716 -0.267 -0.400 -0.229
H -1.651838 1.851451 0.442333 -0.036 -0.135 -0.168
H 0.607396 -0.106129 -1.287334 0.047 0.125 0.028
H 3.256613 0.587332 -0.369648 -0.194 0.943 -0.454
```
Forces are in eV/Å.

SMILES string = OP(O)NS
energy relative to the best compared isomer or geometry (same formula, charge and spin) = 1.858 eV
gap between HOMO and LUMO = 9.872 eV
max |F| = 2.306 eV/A
net charge = 0

# 3
A cluster of 2 separate species, C3H2ClN3 in total. Source: the OMol25 dataset; level of theory: ωB97M-V with the def2-TZVPD basis set.

```
9
Properties=species:S:1:pos:R:3:forces:R:3
C 0.753822 -1.104575 3.003014 0.007 -1.499 1.589
C 0.999145 -0.306237 1.941776 -1.972 0.693 -3.638
C -0.429656 -1.480333 0.423048 1.995 2.660 1.591
N 0.404825 -1.914866 3.749963 0.234 0.237 0.236
N 1.269708 0.790183 1.495953 0.036 0.029 -0.299
N -0.658442 -0.466419 -0.254253 -0.310 -0.998 -1.538
Cl -0.836743 -3.115301 0.231421 -0.043 -0.286 0.066
H 1.003339 1.144668 0.523236 0.143 -1.257 1.356
H -1.093381 -0.694745 -1.174180 -0.090 0.421 0.637
```
Forces are in eV/Å.

energy relative to the best compared isomer or geometry (same formula, charge and spin) = 3.444 eV
gap between HOMO and LUMO (spin up / spin down) = 7.599 / 7.643 eV
max |F| = 4.196 eV/A
net charge = 0

# 4
The molecule C7H7BrINO3. Source: the OMol25 dataset; level of theory: ωB97M-V with the def2-TZVPD basis set.

```
20
Properties=species:S:1:pos:R:3:forces:R:3
C 3.035114 1.011783 -2.658859 -0.403 1.013 -1.139
C 2.884654 0.791879 -1.500486 0.392 -0.630 0.701
C 2.743696 0.343313 -0.154533 1.537 0.001 1.123
Br 3.359474 1.879660 1.106372 -0.221 -0.931 -0.725
I 3.971733 -1.478889 0.203431 -0.158 0.826 -0.128
O 1.528783 -0.071187 0.231439 -1.565 1.155 -0.611
C 0.404828 0.738821 -0.251603 -0.025 -1.992 0.834
O 0.437771 1.669204 -0.991631 0.344 0.290 0.279
N -0.665440 0.106552 0.237354 -0.014 2.083 1.942
C -0.985173 -1.111008 1.023460 2.277 -1.086 -1.102
C -2.391208 -0.642217 1.138777 0.394 3.096 -0.434
O -3.449248 -1.332747 0.651199 -0.476 -3.013 0.300
C -2.061110 0.514390 0.156046 -1.084 -0.221 -1.816
H 2.881510 1.512289 -3.590033 0.394 -0.373 -0.138
H -0.452198 -1.413286 1.966385 -0.186 0.712 -1.070
H -0.816251 -1.818014 0.213456 -0.316 -1.269 0.596
H -2.449102 -0.206265 2.143845 -0.916 -0.272 0.053
H -3.106698 -2.251075 0.557992 -1.001 0.657 -0.036
H -2.342535 0.262848 -0.931989 -0.384 0.459 1.688
H -2.528594 1.493944 0.449375 1.409 -0.503 -0.317
```
Forces are in eV/Å.

SMILES string = C#C[C@](Br)(I)OC(=O)N1CC(O)C1
energy relative to the best compared isomer or geometry (same formula, charge and spin) = 0.750 eV
gap between HOMO and LUMO = 9.102 eV
max |F| = 3.151 eV/A
net charge = 0